DFT (ωB97M-V/def2-TZVPD) results for a molecular structure, BrHOS.

**Charge**: 0
**Energy relative to the best compared isomer or geometry (same formula, charge and spin)**: 1.498 eV
**Calculated total energy**: -82938.9402 eV

Each line ends with the Mulliken charge.
Geometry (Å):
O  -0.209  -0.895  -0.659  -0.5592
S  0.791  0.705  0.358  0.1807
Br  -0.945  1.945  0.724  0.0480
H  0.364  -1.755  -0.423  0.3305